ORCA calculation (ωB97M-V with the def2-TZVPD basis set) on C46H40CaI2N5O7P as an isolated structure in a non-equilibrium geometry.

Last column: natural (NBO) charge in e.
Cartesian coordinates (Å):
Ca 0.26142 -0.78008 -0.35335  1.76
I 2.29325 -1.53419 2.75239  0.17
C 2.97463 -3.37762 1.93456  -0.74
I 1.59242 -4.42289 0.71326  0.17
H 3.23837 -4.02812 2.75931  0.21
H 3.82651 -3.14172 1.31121  0.22
O -5.62807 -2.00961 -2.07292  -0.57
C -4.52286 -1.74952 -1.62892  0.37
C -3.85098 -0.39213 -1.62210  0.35
O -4.38478 0.67662 -1.90854  -0.63
C -2.46247 -0.62819 -1.21032  0.23
C -2.28373 -2.00561 -0.85579  0.25
O -1.17670 -2.48594 -0.44618  -0.82
C -3.55584 -2.72693 -0.99442  0.36
O -3.80838 -3.88069 -0.66299  -0.61
O -1.52139 0.23402 -1.15109  -0.83
C 0.77100 4.06930 -5.09801  -0.26
O 1.17159 3.45366 -6.31127  -0.50
C 2.10854 2.46493 -6.22193  0.30
C 2.84586 2.18377 -5.07395  -0.31
C 3.73408 1.11760 -5.06840  -0.15
C 3.90130 0.32035 -6.19414  0.02
C 3.22154 0.66366 -7.35647  -0.20
C 2.32164 1.71267 -7.37375  -0.27
N 4.82898 -0.77598 -6.29102  -0.21
N 4.97700 -1.62022 -5.38425  -0.12
C 4.15574 -1.76705 -4.24522  -0.06
C 4.84740 -2.15642 -3.11040  -0.13
C 4.29573 -2.14759 -1.83798  -0.37
C 2.97119 -1.71963 -1.61945  0.42
O 2.45612 -1.56716 -0.47802  -0.80
C 2.17304 -1.47815 -2.83700  0.14
N 0.85077 -1.23994 -2.63956  -0.51
C 0.05886 -1.10191 -3.67713  0.04
C 0.51643 -1.26153 -4.99247  -0.21
C 1.84474 -1.49325 -5.20839  -0.17
C 2.74298 -1.55079 -4.12096  -0.10
H -0.08050 4.69939 -5.34238  0.19
H 1.57102 4.68889 -4.68391  0.17
H 0.46995 3.32739 -4.35514  0.20
H 2.72087 2.76554 -4.17277  0.23
H 4.27370 0.88774 -4.15887  0.22
H 3.38462 0.06540 -8.24482  0.21
H 1.76189 1.95720 -8.26663  0.21
H 5.89284 -2.41179 -3.24602  0.21
H 4.89305 -2.41214 -0.97475  0.20
H -0.98140 -0.88533 -3.46579  0.22
H -0.18090 -1.19871 -5.81685  0.21
H 2.21352 -1.64639 -6.21275  0.21
C 0.30462 5.21587 5.67293  -0.24
C -0.92168 4.99945 5.05962  -0.22
C -1.09422 3.92740 4.19339  -0.25
C -0.04814 3.04739 3.93095  -0.21
C 1.17184 3.26346 4.57211  -0.24
C 1.35440 4.33957 5.42680  -0.21
P -0.09127 1.65523 2.72284  0.80
C -1.89317 1.48574 2.42701  -0.26
C -2.70854 1.10410 3.49726  -0.26
C -4.06498 0.89169 3.31569  -0.24
C -4.62404 1.03211 2.04916  -0.22
C -3.82299 1.39218 0.97713  -0.21
C -2.46454 1.62873 1.16639  -0.24
C 0.56889 2.41687 1.20498  -0.41
C 0.66237 3.80358 1.07080  -0.23
C 1.27400 4.34871 -0.04629  -0.27
C 1.77077 3.49194 -1.02213  -0.24
C 1.60885 2.11901 -0.88700  -0.20
C 1.00895 1.49678 0.22718  -0.49
H 0.44211 6.06129 6.33533  0.20
H -1.74758 5.67540 5.24643  0.20
H -2.05473 3.77561 3.71266  0.23
H 1.99000 2.57590 4.38737  0.22
H 2.31544 4.49495 5.90127  0.20
H -2.27136 0.97245 4.48201  0.20
H -4.68331 0.59442 4.15480  0.20
H -5.67828 0.83937 1.89645  0.20
H -4.23336 1.45761 -0.02224  0.26
H -1.84166 1.86689 0.31417  0.26
H 0.27408 4.47016 1.83793  0.20
H 1.36836 5.42409 -0.15036  0.19
H 2.28229 3.90532 -1.88684  0.18
H 1.99311 1.49384 -1.69543  0.16
C -2.41896 -3.12014 2.38565  -0.27
C -3.47959 -3.65236 3.38563  -0.25
N -2.89541 -3.79682 4.72888  -0.43
C -1.82900 -4.79923 4.66598  -0.25
C -0.81299 -4.43934 3.54606  -0.25
N -1.10232 -3.10724 3.02815  -0.42
C -1.12490 -2.16875 4.14446  -0.27
C -2.29170 -2.51401 5.10637  -0.26
H -2.65523 -2.09921 2.07498  0.21
H -2.37196 -3.72796 1.48292  0.24
H -3.85597 -4.62959 3.07543  0.19
H -4.33427 -2.97625 3.45549  0.20
H -2.28448 -5.77686 4.48691  0.19
H -1.34547 -4.83193 5.64672  0.18
H -0.87683 -5.14370 2.71570  0.21
H 0.21645 -4.45434 3.91601  0.19
H -1.22547 -1.16084 3.74081  0.22
H -0.15894 -2.22190 4.65160  0.20
H -3.07538 -1.75284 5.06330  0.19
H -1.94845 -2.58473 6.14292  0.18

Forces on the atoms, in the same order (eV/Å):
1.189 -0.163 0.870
-0.126 -0.107 -0.046
0.049 0.031 0.033
-0.027 -0.031 0.086
0.037 0.018 -0.024
-0.006 0.014 -0.018
0.381 0.118 0.244
-0.193 -0.011 -0.129
-0.031 -0.164 -0.152
0.101 -0.329 -0.186
-0.236 0.025 -0.113
-0.034 -0.084 0.082
-0.759 -0.276 -0.071
-0.167 -0.184 0.015
0.110 0.333 -0.144
-0.879 -0.094 -0.531
0.007 -0.021 0.029
0.040 -0.034 0.000
-0.001 0.010 0.021
-0.036 0.001 -0.094
0.064 -0.083 0.058
0.007 -0.171 -0.027
-0.080 0.021 -0.076
0.015 -0.004 0.043
-0.046 0.394 0.035
-0.152 -0.376 0.069
0.056 0.150 -0.018
0.054 0.006 0.077
0.000 0.046 -0.031
0.074 0.124 -0.213
0.095 -0.067 -0.197
-0.023 -0.176 0.097
0.443 0.066 -0.441
-0.049 -0.061 0.051
-0.035 0.018 -0.038
0.089 0.034 -0.026
0.037 -0.004 -0.136
0.014 -0.002 -0.007
0.008 0.002 0.020
-0.003 0.004 0.016
-0.024 0.009 0.044
0.007 -0.007 0.018
0.014 0.009 -0.017
-0.024 0.005 -0.012
0.009 -0.004 0.011
0.013 0.009 0.008
-0.020 0.039 0.002
-0.015 -0.015 0.002
0.018 0.028 -0.025
-0.006 -0.036 -0.038
0.022 0.005 0.024
-0.111 -0.002 0.006
0.041 0.018 -0.116
0.012 0.009 0.053
-0.037 0.021 0.003
-0.037 -0.230 0.158
0.003 0.093 0.045
-0.005 -0.029 0.004
0.002 -0.026 -0.001
0.056 -0.010 0.044
-0.027 0.050 0.075
0.083 0.048 0.138
0.068 0.055 -0.027
0.048 0.120 0.069
0.028 0.003 -0.057
-0.044 0.047 0.041
0.015 -0.153 -0.025
-0.004 0.679 0.301
0.000 0.010 0.030
-0.011 0.009 0.002
0.058 0.008 -0.010
0.017 0.006 -0.023
0.019 0.001 0.015
0.010 -0.004 0.037
-0.005 0.003 0.025
-0.034 -0.010 -0.014
0.003 0.137 0.121
-0.089 0.101 0.067
0.041 -0.075 -0.055
0.002 0.004 -0.005
0.007 0.002 -0.054
-0.003 -0.010 -0.051
-0.059 -0.016 -0.002
0.015 0.011 -0.008
0.021 0.016 -0.007
0.013 -0.013 -0.035
-0.120 -0.007 0.027
0.028 -0.012 0.042
-0.019 0.065 0.031
-0.019 0.006 -0.030
0.026 0.026 -0.008
0.007 0.019 -0.006
-0.013 -0.015 0.001
-0.015 0.004 -0.009
-0.001 -0.012 0.003
0.008 -0.014 0.015
0.021 -0.011 -0.012
0.012 -0.014 0.012
0.010 0.051 0.012
-0.001 0.003 0.018
0.006 0.010 0.005
-0.006 0.012 0.009

The calculation puts the total energy at -4191.8260 Eh. The HOMO-LUMO gap is 0.2121 Eh. As for the LUMO energy: 3.550 eV. The highest occupied orbital energy comes out at -0.08161 Ha. The charge is -2. For the maximum force, the calculation gives 1.48 eV/Å.


ORCA calculation (ωB97M-V with the def2-TZVPD basis set) on C46H40N4O5PbSeSi as an isolated structure in a non-equilibrium geometry.

Last column: Mulliken charge in e.
Cartesian coordinates (Å):
Pb 1.68263 -10.77029 18.16928  1.67
C 4.64634 -12.58548 14.74277  -1.49
C 4.05339 -11.78905 15.84530  0.12
N 3.08096 -12.30053 16.62757  1.05
N 2.66159 -13.50388 16.39789  -0.70
C 1.79012 -13.97902 17.33128  0.30
O 1.45396 -13.35370 18.33753  -0.67
C 1.26357 -15.34693 17.05295  0.00
C 1.73034 -16.05964 15.95658  0.05
C 1.20649 -17.35252 15.66660  -0.67
C 0.24353 -17.96026 16.47402  -0.53
C -0.27739 -17.21413 17.58671  -0.83
C 0.29324 -15.97112 17.84980  0.01
C 4.43713 -10.38937 15.96772  0.69
C 5.34536 -9.83539 15.01116  -0.84
C 5.60092 -8.49411 15.01378  -0.30
C 4.88874 -7.64136 15.83396  -0.85
C 3.90621 -8.22579 16.65327  -0.41
N 3.77266 -9.55416 16.74272  0.30
H 4.24288 -13.62549 14.72605  0.10
H 5.77146 -12.64110 14.83543  0.31
H 4.44639 -12.03193 13.78295  0.36
H 2.45925 -15.66819 15.22861  0.25
H 1.59895 -17.79970 14.76107  0.38
H -0.10231 -18.94298 16.34866  0.47
H -0.98207 -17.66538 18.31416  0.38
H -0.13342 -15.49314 18.73858  0.32
H 5.68964 -10.54994 14.23435  0.25
H 6.33355 -8.12326 14.30387  0.38
H 5.06797 -6.55228 15.75797  0.36
H 3.11762 -7.64069 17.22024  0.35
C -3.11936 -14.19299 14.10905  -0.71
O -3.86410 -13.45702 15.08532  -0.49
C -3.20833 -12.85828 16.10801  1.35
C -3.94145 -12.67751 17.28474  -1.19
C -3.38123 -11.86391 18.24425  -0.24
C -2.09871 -11.29533 18.19010  0.09
C -1.51951 -10.41612 19.21135  0.49
C -2.44600 -9.61151 20.12696  -1.62
O -0.29987 -10.32188 19.44205  -0.50
C -1.29828 -11.61601 16.95743  0.32
O -0.07462 -11.28466 16.77867  -0.58
C -1.93822 -12.35738 15.95711  -0.14
H -3.84151 -14.48437 13.35409  0.26
H -2.72512 -15.14563 14.55625  0.26
H -2.37357 -13.60746 13.58389  0.32
H -4.99604 -13.01791 17.31317  0.32
H -3.99235 -11.64441 19.12977  0.18
H -3.06399 -10.27877 20.74200  0.35
H -3.06129 -8.95395 19.54148  0.41
H -1.82846 -8.88585 20.70100  0.31
H -1.41010 -12.46620 14.99846  -0.09
O 2.49321 -11.25189 20.34447  -0.22
Si 3.37103 -12.10061 21.26701  -1.25
C 3.16813 -13.95668 21.31707  0.60
C 3.94446 -14.85148 20.60720  0.22
C 3.84271 -16.21953 20.76161  -0.71
C 2.87762 -16.75331 21.62966  -0.43
C 1.98616 -15.89065 22.26182  -0.98
C 2.14863 -14.48315 22.06770  -0.16
C 3.11258 -11.46738 23.09194  0.13
C 2.76393 -10.13726 23.18853  -0.35
C 2.91778 -9.39554 24.35239  -0.71
C 3.33035 -10.04806 25.48662  -0.19
C 3.65161 -11.39358 25.46938  -0.82
C 3.49381 -12.10178 24.26245  0.18
C 5.27693 -11.78981 21.08554  0.50
C 5.78361 -10.59682 20.44109  -0.40
C 7.09483 -10.21455 20.55064  -0.60
C 7.92891 -10.98018 21.33906  -0.29
C 7.53071 -12.21713 21.85343  -0.90
C 6.17459 -12.60516 21.69563  0.04
H 4.75883 -14.47520 19.96537  0.43
H 4.45637 -16.92488 20.24155  0.42
H 2.81741 -17.82738 21.76628  0.37
H 1.31040 -16.22259 23.02684  0.44
H 1.50646 -13.78592 22.62939  0.40
H 2.41390 -9.58518 22.30034  0.19
H 2.59462 -8.36860 24.42611  0.39
H 3.39416 -9.53896 26.44816  0.30
H 3.93362 -11.88142 26.39268  0.38
H 3.63078 -13.17960 24.28415  0.32
H 5.09664 -9.98702 19.85914  0.32
H 7.43964 -9.34812 20.01246  0.42
H 8.97247 -10.69516 21.45764  0.30
H 8.21664 -12.74971 22.49170  0.34
H 5.85266 -13.55070 22.11768  0.35
Se 0.19688 -7.64580 16.31639  -0.44
C 0.47696 -7.56611 14.50628  0.18
C 0.84123 -6.32967 13.99383  -0.47
C 0.94180 -6.28129 12.60989  -0.26
N 0.83360 -7.30082 11.78064  -0.70
C 0.52513 -8.45780 12.29923  -0.34
C 0.26822 -8.67350 13.64564  -0.15
H 1.15320 -5.47851 14.63553  0.29
H 1.19353 -5.32586 12.07939  0.29
H 0.37889 -9.26435 11.58870  0.37
H 0.01898 -9.70060 13.94149  0.36

Forces on the atoms, in the same order (eV/Å):
0.543 0.375 0.194
0.912 -0.426 -0.924
-1.956 -1.638 1.785
2.260 2.617 -0.982
-0.359 -2.300 -0.593
0.705 1.125 -0.359
-0.628 0.033 0.751
0.060 -0.642 -0.366
-0.561 -1.272 -0.903
0.166 0.860 0.419
-0.007 2.277 1.309
1.561 -0.761 -0.932
-1.165 0.184 0.920
0.525 1.102 -1.745
-0.581 -2.136 0.107
0.484 0.059 -0.554
-0.532 0.595 0.503
-0.203 0.323 0.276
-0.573 0.636 0.724
0.198 1.023 -0.035
-1.011 0.004 -0.058
0.067 -0.878 0.576
-0.425 0.096 0.816
-0.127 -0.425 0.130
-0.367 -1.193 -0.578
0.421 0.399 -0.737
0.582 0.395 -0.392
0.328 1.078 0.677
-0.098 0.216 0.039
-0.380 -0.770 0.257
1.218 -0.586 -0.669
-0.509 -0.667 0.602
-0.251 -0.898 -0.868
0.575 0.444 -0.091
-0.692 0.207 -0.145
-0.324 0.667 1.108
1.118 -0.424 -1.860
0.343 -0.434 0.684
0.851 0.423 -0.002
-1.793 0.097 -0.096
0.751 0.346 1.926
-1.261 -0.193 -0.210
-0.418 -0.404 -1.073
-0.277 -0.040 -0.052
0.078 1.012 -0.312
0.369 0.061 0.269
0.903 0.165 0.181
0.205 -0.073 -0.268
0.198 0.340 -0.012
-0.721 -0.030 -0.511
-0.256 -0.991 0.070
-0.124 -0.002 0.687
-0.892 0.900 -1.171
1.366 -0.210 1.550
-0.341 0.177 -0.408
1.651 -0.243 -0.736
-1.056 -0.305 0.593
-0.280 0.522 -0.194
1.078 1.397 -0.242
-0.914 -1.177 1.375
0.178 -0.605 -0.827
-0.038 1.808 -0.774
-0.733 -0.419 0.011
0.539 0.011 1.256
-0.641 -0.407 -0.940
0.331 -0.184 1.194
-0.861 1.682 -1.388
-1.324 -1.078 0.448
-0.451 -0.158 -0.072
1.195 -1.178 0.136
-1.004 1.158 -0.135
1.851 -0.454 0.910
-0.493 -0.100 0.233
0.494 -0.033 -0.380
-0.025 0.027 0.082
-0.476 -0.286 -0.044
0.164 -0.454 -0.251
0.190 -0.557 0.263
0.083 0.200 -0.217
0.045 0.170 -0.214
0.062 -0.167 -0.034
0.310 0.018 -0.171
-0.059 -0.106 0.097
0.183 0.261 0.073
-0.099 0.097 0.089
0.085 -0.396 -0.098
-0.029 -0.005 0.131
-0.181 -0.306 1.652
-0.497 -0.882 0.797
0.681 0.305 -1.538
0.940 2.023 -0.170
0.037 0.815 -1.275
-0.881 -1.307 0.830
0.661 0.343 -0.734
-0.673 -0.749 -0.501
-0.168 -0.618 0.686
0.166 -0.239 -0.036
0.004 0.735 0.458

The calculation puts the total energy at -5255.9973 Eh. The HOMO-LUMO gap is 0.2050 Eh. As for the LUMO energy: 4.148 eV. The highest occupied orbital energy comes out at -0.05260 Ha. The charge is -2. For the maximum force, the calculation gives 3.59 eV/Å.